No. 1
{"formula": "C44H38Cl2GeN3OPS2W", "method": "ωB97M-V/def2-TZVPD", "symbols": ["W", "O", "C", "N", "C", "C", "C", "C", "C", "C", "N", "C", "C", "C", "C", "C", "N", "H", "H", "H", "H", "H", "H", "H", "H", "H", "H", "Cl", "C", "Cl", "H", "H", "S", "P", "S", "C", "C", "C", "C", "C", "C", "C", "C", "C", "C", "C", "C", "H", "H", "H", "H", "H", "H", "H", "H", "H", "H", "C", "Ge", "C", "C", "C", "C", "C", "C", "C", "C", "C", "C", "C", "C", "C", "C", "C", "C", "C", "C", "H", "H", "H", "H", "H", "H", "H", "H", "H", "H", "H", "H", "H", "H", "H", "H"], "coordinates": [[-0.286, 0.432, -0.095], [-3.331, -0.379, 2.555], [-2.350, -0.259, 1.854], [-2.163, 0.559, 0.800], [-3.187, 1.469, 0.391], [-2.853, 1.892, -1.002], [-3.741, 2.605, -1.793], [-3.360, 3.003, -3.056], [-2.092, 2.670, -3.508], [-1.267, 1.937, -2.684], [-1.638, 1.546, -1.453], [-1.033, -1.113, 1.975], [-1.058, -1.964, 3.176], [-0.217, -1.695, 4.215], [0.694, -0.626, 4.131], [0.798, 0.121, 2.942], [0.031, -0.133, 1.925], [-3.234, 2.354, 1.039], [-4.169, 0.990, 0.422], [-4.717, 2.845, -1.393], [-4.039, 3.567, -3.682], [-1.740, 2.959, -4.488], [-0.293, 1.617, -3.012], [-1.803, -2.742, 3.234], [-0.243, -2.306, 5.108], [1.343, -0.381, 4.959], [1.531, 0.910, 2.822], [-0.062, -0.889, -2.158], [1.397, 1.360, -1.144], [2.188, 0.117, -0.127], [1.752, 2.321, -0.805], [1.639, 1.142, -2.177], [0.563, 5.696, 2.412], [0.361, 4.663, 0.777], [-0.075, 2.693, 1.265], [1.867, 4.619, -0.249], [3.103, 4.652, 0.390], [4.274, 4.556, -0.348], [4.221, 4.442, -1.731], [2.993, 4.420, -2.376], [1.822, 4.503, -1.637], [-0.900, 5.451, -0.267], [-2.239, 5.147, -0.064], [-3.230, 5.883, -0.700], [-2.888, 6.922, -1.552], [-1.550, 7.238, -1.751], [-0.561, 6.516, -1.103], [3.133, 4.767, 1.467], [5.230, 4.580, 0.158], [5.136, 4.376, -2.306], [2.947, 4.338, -3.455], [0.866, 4.473, -2.147], [-2.499, 4.351, 0.623], [-4.273, 5.654, -0.521], [-3.661, 7.494, -2.049], [-1.277, 8.063, -2.397], [0.476, 6.798, -1.230], [-0.903, -1.650, 0.508], [0.234, -3.248, 0.290], [-0.143, -4.260, -1.334], [-1.230, -3.993, -2.163], [-1.518, -4.811, -3.248], [-0.717, -5.910, -3.523], [0.362, -6.197, -2.699], [0.639, -5.382, -1.609], [2.146, -2.960, 0.483], [3.008, -3.114, -0.603], [4.376, -2.930, -0.457], [4.905, -2.585, 0.779], [4.061, -2.421, 1.869], [2.693, -2.611, 1.718], [-0.321, -4.545, 1.664], [-1.668, -4.919, 1.678], [-2.158, -5.815, 2.616], [-1.299, -6.366, 3.560], [0.046, -6.030, 3.543], [0.529, -5.128, 2.600], [-1.878, -1.926, 0.105], [-1.854, -3.127, -1.978], [-2.367, -4.586, -3.882], [-0.934, -6.541, -4.375], [0.985, -7.060, -2.900], [1.472, -5.636, -0.962], [2.605, -3.355, -1.580], [5.030, -3.050, -1.312], [5.973, -2.445, 0.893], [4.468, -2.149, 2.835], [2.047, -2.476, 2.579], [-2.353, -4.503, 0.944], [-3.207, -6.085, 2.612], [-1.677, -7.063, 4.298], [0.723, -6.470, 4.265], [1.585, -4.884, 2.601]], "forces_ev_per_a": [[0.2, 0.1, -0.5], [0.0, 0.0, 0.1], [0.0, 0.1, -0.2], [0.0, -0.1, 0.1], [0.0, -0.1, 0.0], [0.0, 0.0, -0.1], [0.0, 0.0, 0.1], [0.0, 0.1, 0.0], [0.1, 0.0, 0.0], [-0.1, 0.0, 0.0], [0.1, 0.3, 0.0], [-0.5, -0.2, -0.2], [0.1, 0.1, 0.1], [0.0, 0.0, -0.1], [0.1, 0.1, 0.0], [0.0, -0.1, 0.1], [-0.2, -0.1, 0.3], [0.0, 0.0, 0.0], [0.0, 0.0, 0.0], [0.0, 0.0, 0.0], [0.0, 0.0, 0.0], [0.0, 0.0, 0.0], [0.0, 0.0, 0.0], [0.0, 0.0, 0.0], [0.0, 0.0, 0.0], [0.0, 0.0, 0.0], [0.0, 0.0, 0.0], [-0.2, 0.1, 0.1], [0.1, 0.0, 0.1], [0.2, 0.1, -0.1], [0.0, -0.1, 0.0], [-0.1, 0.0, 0.0], [0.1, 0.0, 0.0], [0.3, -0.2, 0.0], [-0.4, 0.0, 0.1], [0.0, 0.2, -0.1], [0.0, 0.0, 0.0], [0.0, 0.0, 0.0], [0.0, 0.0, 0.0], [0.0, 0.0, 0.0], [0.0, 0.1, 0.0], [-0.1, 0.0, -0.1], [-0.1, 0.0, 0.0], [0.0, -0.1, 0.0], [0.0, 0.0, 0.0], [0.0, 0.0, 0.0], [0.0, 0.0, 0.0], [0.0, 0.0, 0.0], [0.0, 0.0, 0.0], [0.0, 0.0, 0.0], [0.0, 0.0, 0.0], [0.0, 0.0, 0.0], [0.0, 0.0, 0.0], [0.0, 0.0, 0.0], [0.0, 0.0, 0.0], [0.0, 0.0, 0.0], [0.0, 0.0, 0.0], [0.7, -0.2, 0.5], [-0.2, -0.1, 0.1], [0.0, 0.0, -0.1], [0.0, 0.0, 0.0], [0.0, 0.0, 0.0], [0.0, 0.0, 0.0], [0.0, 0.0, 0.0], [-0.1, 0.0, 0.0], [0.2, -0.1, 0.0], [0.0, 0.0, 0.0], [0.0, 0.0, 0.0], [0.0, 0.0, 0.0], [0.0, 0.0, 0.0], [0.0, 0.0, 0.0], [-0.1, 0.0, 0.1], [0.0, 0.0, 0.0], [0.0, 0.0, 0.0], [0.0, 0.0, 0.0], [0.0, 0.0, 0.0], [0.0, 0.0, 0.0], [0.0, 0.2, -0.1], [0.0, 0.0, 0.0], [0.0, 0.0, 0.0], [0.0, 0.0, 0.0], [0.0, 0.0, 0.0], [0.0, 0.0, 0.0], [0.0, 0.0, 0.0], [0.0, 0.0, 0.0], [0.0, 0.0, 0.0], [0.0, 0.0, 0.0], [0.0, 0.0, 0.0], [0.0, 0.0, 0.0], [0.0, 0.0, 0.0], [0.0, 0.0, 0.0], [0.0, 0.0, 0.0], [0.0, 0.0, 0.0]], "lowdin_spin": [0.866, 0.044, 0.062, 0.029, 0.004, 0.009, -0.002, 0.009, -0.001, 0.007, 0.002, 0.057, 0.236, 0.029, 0.279, 0.042, 0.192, 0.003, 0.002, 0.000, 0.000, 0.000, 0.000, 0.009, -0.004, 0.015, 0.000, 0.023, -0.007, 0.024, 0.000, 0.001, -0.003, 0.005, 0.008, 0.001, 0.000, 0.000, 0.000, 0.000, 0.000, 0.002, 0.000, 0.000, 0.000, 0.000, 0.000, 0.000, 0.000, 0.000, 0.000, 0.000, 0.000, 0.000, 0.000, 0.000, 0.000, 0.030, 0.000, 0.000, 0.001, 0.000, 0.000, 0.000, 0.000, 0.001, 0.001, 0.000, 0.000, 0.000, 0.001, 0.005, 0.004, -0.001, 0.002, -0.001, 0.005, 0.005, 0.001, 0.000, 0.000, 0.000, 0.000, 0.000, 0.000, 0.000, 0.000, 0.002, 0.000, 0.000, 0.000, 0.000, 0.000], "total_charge": 0, "total_energy_ev": -167110.277, "fmax_ev_per_a": 0.860, "homo_lumo_gap_ev": [7.58, 6.08], "mol_weight_g_mol": 1047.272, "lumo_ev": [-0.079, -1.785], "multiplicity": 3}

---

No. 2
{"formula": "C5H9N2P", "method": "ωB97M-V/def2-TZVPD", "symbols": ["C", "C", "C", "C", "C", "N", "N", "P", "H", "H", "H", "H", "H", "H", "H", "H", "H"], "coordinates": [[-2.698, -1.741, -0.094], [-0.412, -0.288, -0.286], [1.005, 1.572, -1.035], [1.403, 0.306, 1.314], [0.910, 0.224, -0.149], [-2.511, -0.529, 0.512], [-1.449, 0.129, 0.363], [-1.654, -2.623, -1.061], [-3.700, -2.072, 0.091], [0.375, 2.343, -0.473], [0.719, 1.488, -2.070], [1.996, 1.930, -1.164], [2.038, 1.248, 1.326], [2.116, -0.445, 1.732], [0.614, 0.365, 2.068], [1.594, -0.525, -0.556], [-0.347, -1.382, -0.519]], "forces_ev_per_a": [[0.2, 1.0, 0.3], [-2.7, -0.2, 1.5], [-0.9, 0.0, 2.3], [1.3, 1.9, 0.7], [2.7, 1.1, -1.4], [-3.1, -0.9, 0.3], [3.1, -0.2, -1.4], [1.1, 0.9, 0.1], [-0.4, -0.5, 0.1], [0.8, -0.9, -1.1], [-0.9, -0.6, -0.1], [1.2, 0.4, 0.7], [-0.9, -0.8, 0.5], [-0.6, 0.0, -1.1], [-0.1, 0.4, -0.4], [-0.1, 0.2, -0.6], [-0.8, -1.8, -0.4]], "mulliken_charge": [-0.007, 0.116, -1.428, -1.106, 0.672, -0.879, 0.198, -0.107, 0.449, 0.318, 0.399, 0.423, 0.278, 0.318, 0.300, 0.243, -0.188], "total_charge": 0, "total_energy_ev": -17594.680, "fmax_ev_per_a": 3.388, "homo_lumo_gap_ev": [6.62, 6.62], "mol_weight_g_mol": 128.115, "lumo_ev": [-1.573, -1.574]}

---

No. 3
{"formula": "C4H13N2O2", "method": "ωB97M-V/def2-TZVPD", "symbols": ["N", "C", "C", "C", "O", "C", "N", "H", "H", "H", "H", "H", "H", "H", "H", "H", "H", "H", "H", "H", "O"], "coordinates": [[1.911, 1.394, 0.972], [1.427, 0.002, 0.780], [-0.031, -0.206, 1.207], [-1.028, 0.648, 0.362], [-1.320, 0.164, -0.880], [1.703, -0.486, -0.659], [0.753, -1.514, -1.111], [1.232, 1.861, 1.551], [1.785, 1.935, 0.133], [2.128, -0.575, 1.414], [-0.309, -1.253, 1.071], [-0.117, 0.134, 2.234], [-1.917, 0.735, 0.961], [-0.497, 1.629, 0.274], [1.631, 0.361, -1.333], [2.675, -0.947, -0.719], [0.600, -2.172, -0.356], [-0.112, -1.061, -1.358], [-3.740, -0.934, -1.323], [-2.919, 0.314, -1.605], [-3.855, -0.028, -1.612]], "forces_ev_per_a": [[-0.2, 0.0, 0.0], [0.9, -0.1, 0.1], [0.1, 0.5, -0.9], [1.2, -0.3, -1.0], [-0.1, 0.1, -0.3], [-1.2, -0.7, 0.3], [1.7, -0.6, -0.5], [-0.1, 0.1, 0.7], [0.1, -0.1, -0.7], [-0.6, -0.2, 0.1], [-0.1, 0.1, 0.5], [-0.1, -0.2, 0.5], [-0.8, 0.5, 0.7], [-0.6, 0.2, 0.3], [0.1, 0.1, -0.3], [0.7, 0.3, 0.0], [-0.1, 0.0, -0.3], [-0.9, 0.4, 0.4], [0.2, 0.0, 0.1], [0.0, -0.4, 0.7], [-0.3, 0.3, -0.5]], "mulliken_charge": [-0.774, 0.158, -1.030, -0.347, -0.951, -0.701, -0.902, 0.317, 0.314, 0.209, 0.387, 0.463, 0.315, 0.177, 0.357, 0.316, 0.254, 0.449, 0.276, 0.398, -0.687], "total_charge": -1, "total_energy_ev": -11434.135, "fmax_ev_per_a": 1.888, "homo_lumo_gap_ev": 7.57, "mol_weight_g_mol": 121.160, "lumo_ev": 4.180}